[1]
Formula: C27H29As2F2N3O9Tl
Source: OMol25
Level of theory: the ωB97M-V functional and the def2-TZVPD basis

Last column: Mulliken charge in e.
Positions of all 73 atoms, in Å:
Tl -0.179 -0.273 2.828  1.440
O 1.957 -3.687 1.637  -0.712
C 1.615 -2.608 2.094  -0.007
N 0.332 -2.228 2.270  -0.229
C -0.677 -3.185 1.872  -0.692
C -2.086 -2.725 2.161  0.555
C -3.153 -3.579 1.901  -0.840
C -4.439 -3.135 2.127  -0.448
C -4.640 -1.848 2.617  -0.857
C -3.534 -1.067 2.864  -0.215
N -2.287 -1.501 2.640  -0.217
C 2.673 -1.592 2.473  0.627
C 4.008 -1.942 2.373  -0.500
C 4.967 -0.988 2.672  -0.372
C 4.563 0.279 3.062  -0.737
C 3.209 0.543 3.147  -0.246
N 2.285 -0.373 2.857  -0.131
H -0.498 -4.137 2.379  0.608
H -0.606 -3.387 0.798  0.307
H -2.960 -4.575 1.525  0.481
H -5.283 -3.783 1.931  0.454
H -5.631 -1.464 2.812  0.442
H -3.628 -0.064 3.262  0.472
H 4.259 -2.944 2.057  0.521
H 6.019 -1.229 2.596  0.448
H 5.278 1.056 3.292  0.441
H 2.852 1.521 3.445  0.430
C 2.233 -0.900 -0.658  -0.432
O 2.945 0.170 -0.026  -0.306
C 2.688 1.476 -0.183  0.041
O 3.548 2.270 0.092  -0.565
C 1.325 2.064 -0.483  0.001
C 1.121 2.802 -1.591  -0.343
As 1.683 1.708 -3.099  0.299
C 1.067 2.693 -4.659  -1.254
C 0.036 0.599 -2.696  1.284
C -0.610 0.409 -1.543  -0.416
As -0.257 1.220 0.243  1.796
C -1.687 2.537 0.393  -1.496
C -1.685 -0.610 -1.374  -0.389
O -1.874 -1.155 -0.307  -0.213
O -2.446 -0.781 -2.441  -0.241
C -3.491 -1.764 -2.313  -0.775
C -0.340 -0.208 -3.909  -0.290
O -0.823 0.253 -4.904  -0.554
O 0.032 -1.484 -3.751  -0.149
C -0.244 -2.334 -4.882  -0.823
C -0.029 3.743 -1.772  0.691
O -0.971 3.517 -2.485  -0.494
O 0.048 4.904 -1.112  -0.356
C 1.235 5.266 -0.381  -0.600
H 2.821 -1.791 -0.452  0.517
H 2.172 -0.751 -1.733  0.285
H 1.236 -1.037 -0.235  -0.108
H 1.755 3.529 -4.785  0.474
H 0.046 3.040 -4.546  0.390
H 1.149 2.034 -5.521  0.447
H -2.090 2.803 -0.579  0.472
H -1.307 3.426 0.895  0.452
H -2.458 2.089 1.018  0.378
H -4.024 -1.742 -3.257  0.270
H -4.150 -1.503 -1.488  0.274
H -3.054 -2.746 -2.136  0.341
H 0.132 -3.314 -4.608  0.244
H 0.263 -1.957 -5.767  0.303
H -1.316 -2.364 -5.070  0.332
H 1.136 6.330 -0.188  0.314
H 2.135 5.074 -0.963  0.319
H 1.295 4.720 0.559  0.202
F -0.959 1.037 5.326  -0.256
C -0.752 1.447 4.052  -0.145
F -1.931 1.936 3.573  -0.207
H -0.021 2.256 4.055  0.258

LUMO energy = -0.1274 Ha
HOMO energy = -11.56 eV
HOMO-LUMO gap = 0.2975 Eh
net charge = +1
relative energy (zero: lowest compared OMol25 entry of this formula, charge and spin) = 118.3 kJ/mol



[2]
Formula: C27H29BBeN11
Source: OMol25
Level of theory: the ωB97M-V functional and the def2-TZVPD basis

Last column: Löwdin spin population.
Positions of all 69 atoms, in Å:
Be -0.973 0.494 -0.751  0.001
C 1.363 1.199 -3.232  0.000
C 1.645 1.193 -1.767  0.009
C 2.826 1.547 -1.117  0.000
C 2.553 1.438 0.234  0.007
N 1.292 1.010 0.375  0.000
N 0.723 0.854 -0.852  0.024
B 0.332 0.793 1.579  0.000
N -0.847 1.790 1.339  0.000
C -1.191 2.826 2.111  0.000
C -2.112 3.592 1.430  0.000
C -2.283 2.962 0.199  0.000
C -3.142 3.450 -0.921  0.000
N -1.518 1.859 0.147  0.000
N -0.253 -0.640 1.407  0.000
C -0.157 -1.768 2.116  0.008
C -0.972 -2.720 1.529  0.002
C -1.547 -2.087 0.429  0.001
C -2.539 -2.656 -0.531  0.000
N -1.080 -0.830 0.354  0.010
N 0.938 0.978 2.922  0.000
C 0.360 0.708 4.129  0.000
C 1.084 1.353 5.090  0.000
C 2.106 2.035 4.385  0.000
C 3.185 2.905 4.940  0.000
N 2.000 1.818 3.087  0.000
H 1.932 1.991 -3.714  0.000
H 1.660 0.261 -3.708  0.000
H 0.309 1.383 -3.436  0.000
H 3.743 1.881 -1.570  0.000
H 3.139 1.663 1.109  0.000
H -0.741 2.957 3.082  0.000
H -2.585 4.499 1.761  0.000
H -3.328 4.513 -0.789  0.000
H -2.658 3.327 -1.889  0.000
H -4.118 2.959 -0.931  0.000
H 0.459 -1.813 2.999  0.000
H -1.160 -3.721 1.877  0.000
H -3.147 -3.403 -0.024  0.000
H -3.211 -1.894 -0.921  0.000
H -2.056 -3.164 -1.370  0.000
H -0.529 0.104 4.211  0.000
H 0.916 1.337 6.153  0.000
H 3.209 2.841 6.026  0.000
H 4.159 2.606 4.556  0.000
H 3.021 3.947 4.665  0.000
C 2.990 -4.385 0.123  0.054
C 1.972 -4.876 -0.701  0.007
C 1.145 -4.002 -1.363  0.043
C 1.365 -2.623 -1.184  0.066
C 2.366 -2.116 -0.344  0.042
C 3.189 -3.018 0.298  -0.003
N 0.531 -1.724 -1.798  0.395
N -0.118 -1.785 -2.798  0.262
C -1.231 -0.970 -3.126  0.041
C -1.817 -1.283 -4.333  0.007
C -2.983 -0.616 -4.698  0.000
C -3.507 0.310 -3.821  0.003
C -2.836 0.573 -2.632  0.004
N -1.699 -0.031 -2.279  0.007
H 3.637 -5.085 0.635  0.002
H 1.844 -5.942 -0.823  0.001
H 0.353 -4.348 -2.014  0.003
H 2.490 -1.048 -0.233  0.002
H 3.986 -2.663 0.936  -0.001
H -1.369 -2.044 -4.957  0.002
H -3.468 -0.836 -5.639  0.000
H -4.423 0.841 -4.039  0.000
H -3.224 1.293 -1.931  0.001

LUMO energy (spin up / spin down) = -0.3033 / -0.3317 Ha
HOMO energy (spin up / spin down) = -13.75 / -13.75 eV
HOMO-LUMO gap (spin up / spin down) = 0.2020 / 0.1736 Eh
spin multiplicity = 2
net charge = +2
relative energy (zero: lowest compared OMol25 entry of this formula, charge and spin) = 0.0 kJ/mol



[3]
Formula: C27H29BrIN7NaOS2SbSe4
Source: OMol25
Level of theory: the ωB97M-V functional and the def2-TZVPD basis

Last column: Mulliken charge in e.
Positions of all 74 atoms, in Å:
Na -0.356 0.682 0.187  0.781
C 3.470 4.997 0.671  -0.444
C 2.175 4.843 0.353  -0.977
C 1.597 3.521 0.091  2.085
C 2.457 2.362 0.429  -1.173
C 3.840 2.604 0.712  -0.631
C 4.321 3.859 0.849  -0.481
N 1.876 1.194 0.435  1.239
N 2.613 0.122 0.771  -0.952
C 2.057 -1.065 0.586  -0.252
C 2.789 -2.191 1.072  -0.530
C 2.362 -3.455 0.792  -0.689
C 1.197 -3.628 0.032  -0.383
C 0.513 -2.491 -0.359  -1.448
N 0.895 -1.252 -0.097  1.081
H 3.883 5.987 0.819  0.394
H 1.526 5.699 0.220  0.262
H 0.598 3.399 0.521  -0.793
H 4.460 1.732 0.862  0.433
H 5.357 4.027 1.115  0.349
H 3.683 -2.002 1.646  0.478
H 2.917 -4.316 1.146  0.407
H 0.840 -4.613 -0.228  0.447
H -0.403 -2.565 -0.934  0.291
Se -2.696 3.655 -3.306  -0.678
Sb -1.250 4.430 -1.504  0.732
Se 1.138 3.424 -1.908  -0.084
Se -2.044 3.365 0.648  -0.581
Se -0.973 6.843 -1.183  -0.767
Br -2.679 -4.028 5.807  -0.215
C -2.564 -3.084 4.151  0.079
C -1.327 -2.755 3.634  -0.886
C -1.299 -2.099 2.410  -0.572
N -2.391 -1.776 1.742  0.327
C -3.565 -2.084 2.259  -0.329
C -3.719 -2.752 3.468  -0.714
H -0.411 -2.993 4.151  0.512
H -0.364 -1.822 1.952  1.003
H -4.429 -1.791 1.677  0.416
H -4.694 -3.005 3.855  0.427
S -0.019 -0.747 -3.421  -0.088
C 1.586 -0.814 -3.181  0.211
N 2.267 -1.917 -2.787  -0.331
C 3.627 -1.694 -2.350  -0.191
C 4.150 -0.587 -3.248  -0.673
S 2.707 0.508 -3.505  -0.088
H 1.724 -2.616 -2.292  0.285
H 4.204 -2.615 -2.473  0.385
H 3.653 -1.386 -1.297  -0.033
H 4.445 -0.975 -4.223  0.327
H 4.957 -0.009 -2.807  0.393
N -3.438 0.339 -1.149  -0.370
C -3.335 -0.649 -2.087  0.560
C -3.119 -1.979 -1.711  -0.014
C -3.106 -2.982 -2.661  -0.505
C -3.303 -2.689 -4.001  -0.519
C -3.512 -1.372 -4.380  -0.541
C -3.534 -0.363 -3.443  -0.412
H -3.374 1.289 -1.486  0.186
H -3.032 0.170 -0.241  -0.010
H -2.956 -2.205 -0.664  0.315
H -2.940 -4.010 -2.354  0.338
H -3.268 -3.473 -4.748  0.327
H -3.652 -1.126 -5.425  0.361
H -3.681 0.667 -3.742  0.197
N 0.362 2.606 3.081  -0.147
C -0.737 1.842 2.906  -0.110
O -0.690 0.748 2.368  -0.292
C -1.970 2.326 3.613  -0.997
I -1.945 1.439 5.571  -0.073
H 1.149 2.332 2.507  0.182
H 0.248 3.596 3.220  0.264
H -2.872 1.963 3.128  0.364
H -2.001 3.404 3.740  0.538

LUMO energy = 0.1152 Ha
HOMO energy = -1.89 eV
HOMO-LUMO gap = 0.1847 Eh
net charge = -2
relative energy (zero: lowest compared OMol25 entry of this formula, charge and spin) = 69.4 kJ/mol



Computed max |F|, in the same sequence as the records: 0.007, 0.003, 0.022 hartree/bohr.